Record 1
Computed, not measured: an isolated molecule of C4H7NO at a distorted geometry, with ωB97M-V/def2-TZVPD.

Values from the calculation:
- max |F| (eV Å⁻¹) = 1.5
- orbital gap (eV) = 10.019
- energy above the lowest of the compared OMol25 structures with the same formula, charge and spin (eV) = 4.113
- multiplicity = 1
- molar mass (g/mol) = 85.1
- HOMO (eV) = -9.06

Each atom is followed by the atoms it is bonded to, with distances in Å.
Positions of all 13 atoms, in Å:
1 H 0.31166 2.21202 0.46586  C12 1.118
2 H -1.05850 -0.57240 1.80265  C11 1.084
3 O 1.35288 -1.82978 0.04531  C9 1.398, H13 0.962
4 H -0.52616 2.29672 -1.13722  C12 1.093
5 N -1.04834 0.61311 0.04219  C8 1.529, C11 1.495, C12 1.397
6 H 0.52691 0.25047 1.55382  C11 1.101
7 H -0.50593 -0.16169 -1.98058  C8 1.105
8 C -0.06697 0.05968 -0.99105  N5 1.529, H7 1.105, C9 1.544, C12 1.691
9 C 0.13938 -1.14139 -0.04313  O3 1.398, C8 1.544, H10 1.106, C11 1.527
10 H -0.63306 -1.91796 -0.19814  C9 1.106
11 C -0.34519 -0.21494 1.06938  H2 1.084, N5 1.495, H6 1.101, C9 1.527
12 C -0.16851 1.62311 -0.35369  H1 1.118, H4 1.093, N5 1.397, C8 1.691
13 H 2.02184 -1.21696 -0.27540  O3 0.962

These are the Mulliken partial charges, in e, on atoms 1 to 2:
1 H 0.230
2 H 0.289

***

Record 2
Computed, not measured: an isolated molecule of C4H7NO, with ωB97M-V/def2-TZVPD.

Values from the calculation:
- max |F| (eV Å⁻¹) = 0.5
- orbital gap (eV) = 9.395
- energy above the lowest of the compared OMol25 structures with the same formula, charge and spin (eV) = 2.066
- multiplicity = 1
- molar mass (g/mol) = 85.1
- HOMO (eV) = -9.55

Each atom is followed by the atoms it is bonded to, with distances in Å.
Positions of all 13 atoms, in Å:
1 C 0.20418 0.88939 -0.53638  H9 1.095, N10 1.453, C11 1.542, H12 1.101
2 C -1.75487 -1.16137 0.53322  O3 1.208, H5 1.107, C13 1.498
3 O -2.26177 -2.08956 1.11763  C2 1.208
4 H -0.33296 -2.42391 -0.52190  C13 1.092
5 H -2.20719 -0.15143 0.55944  C2 1.107
6 H 2.13339 0.12492 0.01689  C11 1.095
7 H 2.12070 1.88268 -0.11308  C11 1.091
8 H 1.39191 1.07907 1.30373  C11 1.093
9 H 0.22275 1.49865 -1.44559  C1 1.095
10 N 0.17882 -0.51327 -0.91618  C1 1.453, C13 1.267
11 C 1.54036 1.02186 0.22219  C1 1.542, H6 1.095, H7 1.091, H8 1.093
12 H -0.64865 1.23365 0.06894  C1 1.101
13 C -0.55771 -1.37062 -0.34283  C2 1.498, H4 1.092, N10 1.267

These are the Mulliken partial charges, in e, on atoms 1 to 2:
1 C -0.152
2 C -0.009

***

Record 3
Computed, not measured: an isolated molecule of C4H7NO, with ωB97M-V/def2-TZVPD.

Values from the calculation:
- max |F| (eV Å⁻¹) = 0.7
- orbital gap (eV) = 10.817
- energy above the lowest of the compared OMol25 structures with the same formula, charge and spin (eV) = 2.395
- multiplicity = 1
- molar mass (g/mol) = 85.1
- HOMO (eV) = -9.81

Each atom is followed by the atoms it is bonded to, with distances in Å.
Positions of all 13 atoms, in Å:
1 H -1.53705 0.21789 0.04567  C3 1.099
2 H -0.31066 -1.00747 1.84656  C11 1.104
3 C -1.07909 -0.44819 -0.69920  H1 1.099, O7 1.355, N8 1.262
4 C 0.86243 0.55926 0.91958  C9 1.333, C11 1.513, H12 1.089
5 H 1.23730 -1.60051 1.23102  C11 1.094
6 H 1.13527 0.43866 -1.15660  C9 1.087
7 O -0.13443 -1.28504 -0.20670  C3 1.355, C11 1.425
8 N -1.32148 -0.47103 -1.93723  C3 1.262, H10 1.015
9 C 1.04388 1.08887 -0.28988  C4 1.333, H6 1.087, H13 1.084
10 H -2.16160 0.06635 -2.12733  N8 1.015
11 C 0.43155 -0.88601 1.03829  H2 1.104, C4 1.513, H5 1.094, O7 1.425
12 H 0.84905 1.17361 1.81807  C4 1.089
13 H 0.98485 2.15361 -0.48225  C9 1.084

These are the Mulliken partial charges, in e, on atoms 1 to 2:
1 H 0.393
2 H 0.284

***

Repeat the first record exactly.
Computed, not measured: an isolated molecule of C4H7NO at a distorted geometry, with ωB97M-V/def2-TZVPD.

Values from the calculation:
- max |F| (eV Å⁻¹) = 1.5
- orbital gap (eV) = 10.019
- energy above the lowest of the compared OMol25 structures with the same formula, charge and spin (eV) = 4.113
- multiplicity = 1
- molar mass (g/mol) = 85.1
- HOMO (eV) = -9.06

Each atom is followed by the atoms it is bonded to, with distances in Å.
Positions of all 13 atoms, in Å:
1 H 0.31166 2.21202 0.46586  C12 1.118
2 H -1.05850 -0.57240 1.80265  C11 1.084
3 O 1.35288 -1.82978 0.04531  C9 1.398, H13 0.962
4 H -0.52616 2.29672 -1.13722  C12 1.093
5 N -1.04834 0.61311 0.04219  C8 1.529, C11 1.495, C12 1.397
6 H 0.52691 0.25047 1.55382  C11 1.101
7 H -0.50593 -0.16169 -1.98058  C8 1.105
8 C -0.06697 0.05968 -0.99105  N5 1.529, H7 1.105, C9 1.544, C12 1.691
9 C 0.13938 -1.14139 -0.04313  O3 1.398, C8 1.544, H10 1.106, C11 1.527
10 H -0.63306 -1.91796 -0.19814  C9 1.106
11 C -0.34519 -0.21494 1.06938  H2 1.084, N5 1.495, H6 1.101, C9 1.527
12 C -0.16851 1.62311 -0.35369  H1 1.118, H4 1.093, N5 1.397, C8 1.691
13 H 2.02184 -1.21696 -0.27540  O3 0.962

These are the Mulliken partial charges, in e, on atoms 1 to 2:
1 H 0.230
2 H 0.289